(A)
Molecular formula: C7H10N2O3
Method: DFT, the ωB97M-V functional and the def2-TZVPD basis

Atoms and positions in Å:
C (1.73, -1.16, -0.01)
C (0.45, -0.91, -0.69)
C (0.39, 0.05, -1.74)
C (-0.25, 1.25, -1.65)
C (-0.78, 1.69, -0.35)
C (-1.78, 1.11, 0.23)
N (-2.04, 1.30, 1.61)
N (-2.89, 0.47, -0.42)
O (-3.79, -0.08, 0.20)
O (-2.81, 0.44, -1.63)
C (-0.74, -1.33, -0.20)
O (-0.72, -1.99, 1.09)
H (1.58, -1.84, 0.87)
H (2.02, -0.11, 0.47)
H (2.51, -1.57, -0.78)
H (0.90, -0.17, -2.66)
H (-0.12, 1.85, -2.51)
H (-0.12, 2.48, 0.11)
H (-3.06, 1.10, 1.79)
H (-1.45, 0.87, 2.25)
H (-1.66, -1.05, -0.81)
H (-1.21, -2.78, 0.95)

For the HOMO-LUMO gap, the calculation gives 8.04 eV. For the LUMO energy, the calculation gives -0.8 eV. For the HOMO energy, the calculation gives -0.32318 Ha. Its SMILES is CC(/C=C\C=C(\N)[N+](=O)[O-])=C\O.

---

(B)
Molecular formula: C7H10N2O3
Method: DFT, the ωB97M-V functional and the def2-TZVPD basis

Atoms and positions in Å:
C (-2.44, -1.23, -0.63)
C (-1.54, -0.45, 1.28)
C (-0.41, -0.18, -0.47)
C (-1.25, 0.23, 2.50)
C (1.06, 0.87, -2.18)
C (1.87, -0.79, -0.38)
C (0.92, 0.35, -0.69)
N (-2.53, -1.04, 0.69)
N (1.18, 1.51, 0.15)
O (-2.09, 0.03, 3.57)
O (-0.23, 0.90, 2.60)
O (-1.27, -0.80, -1.21)
H (-2.92, -2.00, -1.19)
H (2.07, 1.37, -2.26)
H (1.13, -0.03, -2.85)
H (0.31, 1.56, -2.62)
H (2.84, -0.39, -0.11)
H (1.56, -1.38, 0.57)
H (1.82, -1.49, -1.26)
H (-3.01, -0.32, 3.31)
H (2.04, 1.90, 0.08)
H (0.91, 1.38, 1.09)

For the HOMO-LUMO gap (spin up / spin down), the calculation gives 7.96 / 7.96 eV. For the LUMO energy (spin up / spin down), the calculation gives -0.1 / -0.1 eV. For the HOMO energy (spin up / spin down), the calculation gives -0.29584 / -0.29583 Ha.

---

It is (B) that is the most stable of them.

---

(A)
Molecular formula: ClH3NPS
Method: DFT, the ωB97M-V functional and the def2-TZVPD basis

Atoms and positions in Å:
H (0.82, -1.48, -1.73)
N (0.11, -0.68, -1.43)
P (0.54, 0.72, -1.95)
H (-0.52, 1.41, -1.48)
S (-1.31, 0.04, 2.44)
Cl (-2.86, 1.24, 2.80)
H (-1.02, 0.01, 1.09)

For the HOMO-LUMO gap, the calculation gives 8.67 eV. For the LUMO energy, the calculation gives -0.6 eV. For the HOMO energy, the calculation gives -0.33923 Ha. Its SMILES is [H]/N=P/[H].SCl.

---

(B)
Molecular formula: ClH3NPS
Method: DFT, the ωB97M-V functional and the def2-TZVPD basis

Atoms and positions in Å:
S (2.23, -0.71, 0.18)
N (0.55, -0.09, -0.09)
P (-1.08, -0.55, -0.29)
Cl (-3.33, 0.19, 0.30)
H (2.05, -0.29, 1.50)
H (0.67, 0.76, -0.60)
H (-1.10, 0.67, -1.00)

For the HOMO-LUMO gap, the calculation gives 8.03 eV. For the LUMO energy, the calculation gives -1.5 eV. For the HOMO energy, the calculation gives -0.34869 Ha. Its SMILES is SNPCl.

---

It is (B) that is the most stable of them.

---

(A)
Molecular formula: C2H8N2S
Method: DFT, the ωB97M-V functional and the def2-TZVPD basis

Atoms and positions in Å:
C (-1.70, -0.16, 1.97)
S (-0.11, -1.16, 2.13)
H (-1.65, 0.17, 0.92)
H (-2.57, -0.82, 1.91)
H (-1.86, 0.64, 2.68)
N (1.42, -0.24, -0.12)
C (1.08, -0.28, -1.37)
N (0.81, 0.88, -2.10)
H (1.85, 0.64, 0.15)
H (0.49, -0.57, 0.76)
H (0.83, -1.26, -1.76)
H (1.54, 1.12, -2.75)
H (-0.13, 1.02, -2.42)

For the HOMO-LUMO gap, the calculation gives 7.77 eV. For the LUMO energy, the calculation gives -0.1 eV. For the HOMO energy, the calculation gives -0.28907 Ha.

---

(B)
Molecular formula: C2H8N2S
Method: DFT, the ωB97M-V functional and the def2-TZVPD basis

Atoms and positions in Å:
C (-1.42, 0.84, -1.64)
S (-1.52, 0.01, 0.05)
H (-0.82, 0.16, -2.37)
H (-0.87, 1.78, -1.74)
H (-2.56, 0.94, -1.93)
N (1.58, 0.87, 0.65)
C (1.93, -0.46, 0.52)
N (1.10, -1.43, 0.51)
H (1.57, 1.20, 1.60)
H (0.73, 1.27, 0.12)
H (3.00, -0.64, 0.82)
H (1.41, -2.28, 1.06)
H (0.02, -0.93, 0.23)

For the HOMO-LUMO gap, the calculation gives 6.92 eV. For the LUMO energy, the calculation gives -0.3 eV. For the HOMO energy, the calculation gives -0.26528 Ha.

---

(C)
Molecular formula: C2H8N2S
Method: DFT, the ωB97M-V functional and the def2-TZVPD basis

Atoms and positions in Å:
H (-3.87, 1.55, 1.98)
N (-3.21, 1.04, 2.55)
C (-2.10, 0.95, 1.93)
N (-1.08, 0.13, 2.33)
H (-1.81, 1.67, 1.15)
H (-0.88, -0.06, 3.29)
H (-0.56, -0.28, 1.58)
C (2.81, 0.11, -2.21)
S (1.43, -1.11, -1.98)
H (3.05, 0.33, -3.24)
H (3.63, -0.24, -1.58)
H (2.45, 1.05, -1.78)
H (0.67, -0.17, -2.56)

For the HOMO-LUMO gap, the calculation gives 9.90 eV. For the LUMO energy, the calculation gives 0.7 eV. For the HOMO energy, the calculation gives -0.33943 Ha. Its SMILES is [H]/N=C/N.CS.

---

It is (C) that is the most stable of them.